{
  "formula": "C43H41Br2CoGeN5O3",
  "method": "ωB97M-V with the def2-TZVPD basis set",
  "charge": 2,
  "multiplicity": 6,
  "relative_energy_kj_mol": 0.0,
  "e_homo_ev": [-9.85, -12.82],
  "largest_force_ev_per_a": 3.556,
  "elements": ["Co", "O", "C", "O", "C", "C", "C", "C", "C", "C", "N", "C", "C", "C", "C", "C", "C", "N", "H", "H", "H", "H", "H", "H", "H", "H", "H", "H", "Br", "C", "C", "C", "Br", "C", "C", "C", "C", "N", "C", "C", "O", "H", "H", "H", "H", "C", "C", "C", "C", "N", "N", "H", "H", "H", "H", "H", "H", "H", "H", "H", "H", "H", "H", "C", "Ge", "C", "C", "C", "C", "C", "C", "C", "C", "C", "C", "C", "C", "C", "C", "C", "C", "H", "H", "H", "H", "H", "H", "H", "H", "H", "H", "H", "H", "H", "H", "H"],
  "positions_angstrom": [[2.07, -1.62, 1.49], [1.00, 4.71, 5.80], [0.33, 4.05, 4.82], [-0.44, 4.67, 4.14], [0.72, 2.60, 4.54], [-0.32, 1.72, 4.29], [-0.02, 0.44, 4.01], [1.33, 0.07, 3.80], [2.35, 0.93, 3.97], [2.03, 2.22, 4.38], [1.69, -1.23, 3.26], [1.47, -2.32, 4.01], [1.73, -3.61, 3.45], [1.64, -4.81, 4.14], [2.06, -5.99, 3.51], [2.62, -5.94, 2.25], [2.70, -4.68, 1.62], [2.30, -3.56, 2.18], [1.65, 4.19, 6.25], [-1.29, 2.18, 4.32], [-0.77, -0.40, 3.82], [3.36, 0.67, 3.83], [2.84, 2.91, 4.55], [1.08, -2.08, 5.01], [1.25, -4.87, 5.10], [2.00, -6.97, 4.06], [3.09, -6.74, 1.69], [3.06, -4.53, 0.57], [0.78, 3.54, 0.55], [2.17, 2.56, -0.15], [3.20, 3.18, -0.81], [4.22, 2.46, -1.32], [5.30, 3.08, -2.62], [4.39, 1.05, -0.99], [5.57, 0.37, -1.25], [5.67, -0.96, -0.86], [4.65, -1.46, -0.07], [3.55, -0.82, 0.23], [3.37, 0.43, -0.30], [2.13, 1.11, 0.05], [1.21, 0.52, 0.57], [3.25, 4.22, -0.96], [6.39, 0.78, -1.86], [6.45, -1.59, -1.15], [4.78, -2.41, 0.38], [-2.75, -1.46, 1.40], [-2.14, -2.68, 0.70], [-2.82, -4.03, 1.18], [-2.31, -2.53, -0.82], [-0.71, -2.85, 1.08], [0.21, -1.96, 0.45], [-3.79, -1.28, 1.18], [-2.13, -0.59, 1.08], [-2.64, -1.59, 2.49], [-3.84, -3.90, 1.62], [-2.15, -4.41, 1.95], [-2.80, -4.81, 0.39], [-3.37, -2.63, -1.14], [-1.77, -3.39, -1.29], [-1.96, -1.57, -1.16], [-0.45, -3.76, 0.80], [-0.03, -1.02, 0.79], [0.07, -1.92, -0.52], [-3.92, 3.21, -0.38], [-3.29, 2.23, -1.99], [-4.01, 0.49, -2.51], [-4.92, -0.17, -1.73], [-5.49, -1.40, -2.18], [-5.17, -1.85, -3.47], [-4.22, -1.17, -4.22], [-3.63, -0.02, -3.75], [-1.94, 3.18, -3.05], [-2.28, 4.48, -3.43], [-1.57, 5.19, -4.40], [-0.46, 4.56, -4.96], [-0.01, 3.28, -4.54], [1.24, 2.73, -5.04], [1.76, 1.68, -4.41], [1.10, 1.04, -3.38], [-0.10, 1.51, -2.88], [-0.71, 2.63, -3.50], [-3.16, 3.21, 0.42], [-4.76, 2.82, 0.18], [-4.25, 4.19, -0.74], [-5.26, 0.05, -0.73], [-6.33, -1.93, -1.62], [-5.68, -2.71, -3.86], [-4.03, -1.50, -5.24], [-2.78, 0.43, -4.31], [-3.13, 4.97, -3.02], [-1.89, 6.21, -4.66], [0.07, 5.03, -5.77], [1.76, 3.30, -5.83], [2.74, 1.28, -4.75], [1.59, 0.31, -2.75], [-0.52, 1.02, -1.96]]
}

{
  "formula": "C6H13O4P",
  "method": "ωB97M-V with the def2-TZVPD basis set",
  "relative_energy_kj_mol": 293.1,
  "e_homo_ev": -9.36,
  "largest_force_ev_per_a": 3.950,
  "smiles": "CC[C@](C)(P=O)C(O)(O)OC",
  "elements": ["C", "C", "C", "C", "P", "O", "C", "O", "O", "O", "C", "H", "H", "H", "H", "H", "H", "H", "H", "H", "H", "H", "H", "H"],
  "positions_angstrom": [[-0.88, -2.69, 1.12], [0.16, -1.64, 0.77], [-0.46, -0.39, 0.11], [-1.46, 0.35, 1.09], [-1.38, -0.60, -1.59], [-0.32, -0.96, -2.54], [0.64, 0.66, -0.11], [1.20, 1.28, 0.93], [1.69, 0.14, -0.86], [0.10, 1.68, -0.96], [0.90, 2.72, -1.46], [-1.57, -2.48, 1.92], [-0.39, -3.70, 1.31], [-1.49, -2.95, 0.21], [0.85, -2.09, 0.06], [0.70, -1.42, 1.71], [-2.23, 0.73, 0.49], [-0.98, 1.27, 1.60], [-1.96, -0.15, 1.97], [2.12, 1.37, 0.72], [1.47, -0.25, -1.68], [1.21, 2.65, -2.51], [1.81, 2.89, -0.89], [0.25, 3.57, -1.41]]
}

{
  "formula": "C27H28BrCdN10O5",
  "method": "ωB97M-V with the def2-TZVPD basis set",
  "charge": 1,
  "relative_energy_kj_mol": 77.0,
  "e_homo_ev": -10.96,
  "largest_force_ev_per_a": 0.708,
  "elements": ["Cd", "N", "C", "N", "C", "N", "N", "C", "N", "C", "C", "C", "C", "C", "N", "H", "H", "H", "H", "H", "H", "H", "H", "N", "C", "C", "O", "O", "H", "H", "H", "H", "O", "C", "C", "C", "C", "N", "C", "C", "C", "C", "C", "C", "O", "C", "C", "N", "H", "H", "H", "H", "H", "H", "H", "H", "H", "H", "H", "H", "O", "C", "C", "C", "N", "C", "Br", "C", "H", "H", "H", "H"],
  "positions_angstrom": [[-1.03, -0.01, -0.31], [-1.33, 3.42, 0.41], [-1.60, 2.73, 1.53], [-2.01, 3.44, 2.58], [-2.22, 2.73, 3.69], [-2.65, 3.38, 4.77], [-2.01, 1.40, 3.82], [-1.64, 0.80, 2.71], [-1.42, 1.39, 1.53], [-1.51, -0.70, 2.78], [-1.48, -1.37, 3.99], [-1.43, -2.75, 3.97], [-1.44, -3.42, 2.75], [-1.46, -2.67, 1.59], [-1.49, -1.34, 1.61], [-1.54, 4.40, 0.38], [-1.10, 2.94, -0.44], [-2.88, 4.36, 4.70], [-2.88, 2.86, 5.60], [-1.50, -0.80, 4.92], [-1.40, -3.31, 4.90], [-1.42, -4.50, 2.70], [-1.47, -3.12, 0.60], [-3.38, 0.79, -0.85], [-3.61, 0.22, -2.20], [-2.80, -1.07, -2.41], [-2.72, -1.51, -3.54], [-2.26, -1.55, -1.33], [-3.78, 0.14, -0.19], [-3.89, 1.66, -0.74], [-3.33, 0.93, -2.96], [-4.66, -0.04, -2.36], [2.66, -2.47, -5.84], [1.75, -1.41, -6.08], [1.16, -0.97, -4.77], [0.25, 0.07, -4.74], [-0.26, 0.47, -3.52], [0.08, -0.11, -2.36], [0.94, -1.13, -2.39], [1.50, -1.58, -3.57], [1.35, -1.73, -1.08], [1.95, -2.98, -1.00], [2.43, -3.43, 0.22], [3.11, -4.77, 0.32], [2.73, -5.68, -0.68], [2.30, -2.60, 1.32], [1.64, -1.40, 1.17], [1.15, -0.98, 0.01], [3.00, -2.79, -6.68], [0.94, -1.72, -6.74], [2.25, -0.56, -6.54], [-0.06, 0.58, -5.64], [-0.97, 1.28, -3.47], [2.23, -2.38, -3.58], [2.04, -3.61, -1.88], [2.97, -5.18, 1.33], [4.19, -4.62, 0.19], [1.81, -5.93, -0.56], [2.69, -2.89, 2.29], [1.49, -0.73, 2.02], [2.25, 6.40, 1.71], [2.01, 5.08, 1.62], [1.64, 4.28, 2.70], [1.38, 2.95, 2.46], [1.48, 2.36, 1.26], [1.87, 3.14, 0.27], [2.02, 2.33, -1.45], [2.14, 4.49, 0.37], [2.17, 6.70, 2.62], [1.55, 4.70, 3.70], [1.07, 2.31, 3.29], [2.44, 5.08, -0.49]]
}

{
  "formula": "C24H34N2O4S2",
  "method": "ωB97M-V with the def2-TZVPD basis set",
  "e_homo_ev": -8.17,
  "largest_force_ev_per_a": 2.132,
  "smiles": "C#C[C@@](CCCSC(=S)N(CC)CC)(CCC(=O)Nc1ccccc1)OC(=O)OCCC",
  "elements": ["C", "C", "C", "C", "C", "C", "S", "C", "S", "N", "C", "C", "C", "C", "C", "C", "C", "O", "N", "C", "C", "C", "C", "C", "C", "O", "C", "O", "O", "C", "C", "C", "H", "H", "H", "H", "H", "H", "H", "H", "H", "H", "H", "H", "H", "H", "H", "H", "H", "H", "H", "H", "H", "H", "H", "H", "H", "H", "H", "H", "H", "H", "H", "H", "H", "H"],
  "positions_angstrom": [[-0.86, 0.57, -1.07], [-0.93, 0.06, 0.02], [-0.87, -0.51, 1.41], [0.51, -1.08, 1.82], [1.75, -0.39, 1.19], [2.97, -1.42, 1.30], [3.19, -2.18, -0.38], [4.17, -1.02, -1.39], [3.39, 0.00, -2.40], [5.61, -0.96, -1.38], [6.10, 0.01, -0.38], [6.14, 1.47, -0.97], [6.23, -2.29, -1.24], [6.07, -3.18, -2.52], [-1.42, 0.58, 2.41], [-0.47, 1.80, 2.61], [-0.60, 2.91, 1.52], [0.25, 2.96, 0.67], [-1.75, 3.79, 1.60], [-2.55, 3.78, 0.41], [-2.45, 4.87, -0.52], [-3.25, 4.91, -1.68], [-4.18, 3.87, -1.94], [-4.28, 2.78, -1.05], [-3.47, 2.76, 0.10], [-1.83, -1.62, 1.56], [-2.39, -2.00, 0.37], [-1.89, -2.82, -0.35], [-3.61, -1.47, -0.01], [-4.66, -2.36, 0.47], [-5.43, -2.92, -0.76], [-6.91, -3.27, -0.45], [-0.79, 0.90, -2.10], [0.55, -2.15, 1.52], [0.61, -1.07, 2.93], [2.10, 0.52, 1.71], [1.66, -0.16, 0.12], [3.88, -0.89, 1.62], [2.69, -2.27, 1.96], [5.41, 0.00, 0.50], [7.11, -0.23, -0.01], [6.10, 1.41, -2.07], [5.28, 2.08, -0.64], [7.10, 1.95, -0.69], [7.32, -2.12, -1.13], [5.83, -2.88, -0.39], [6.83, -2.85, -3.25], [6.33, -4.22, -2.24], [5.04, -3.12, -2.93], [-1.46, 0.05, 3.39], [-2.46, 0.86, 2.17], [-0.81, 2.29, 3.56], [0.58, 1.53, 2.77], [-1.48, 4.74, 1.85], [-1.74, 5.69, -0.34], [-3.21, 5.75, -2.38], [-4.84, 3.88, -2.82], [-4.98, 1.94, -1.20], [-3.56, 1.93, 0.81], [-4.15, -3.21, 0.96], [-5.30, -1.85, 1.22], [-4.93, -3.86, -1.07], [-5.42, -2.17, -1.58], [-7.36, -3.66, -1.39], [-7.02, -4.08, 0.30], [-7.51, -2.39, -0.15]]
}